This record from OMol25 describes the molecule C7H5NO2 in a non-equilibrium geometry. The level of theory is ωB97M-V with the def2-TZVPD basis set.

As for the energy above the lowest of the compared OMol25 structures with the same formula, charge and spin: 181.7 kcal/mol. Its frontier orbital gap is 0.35083 Ha. As for the net charge: 0. The value obtained for the largest force on an atom is 6.44 eV/Å. As for the spin multiplicity: 1. Its energy is -474.66923 hartree.

Geometry (Å):
H (-0.19, 0.68, -1.54)
H (-0.75, -0.52, 1.03)
C (4.13, -2.51, -0.47)
O (3.07, 0.39, 0.90)
C (1.36, -0.31, -0.32)
C (3.26, -1.76, -0.15)
C (-0.61, 0.38, 0.51)
C (2.39, -0.75, 0.25)
H (-0.02, 1.06, 1.19)
H (4.76, -3.16, -0.96)
C (4.83, 0.81, -0.71)
C (0.19, 0.23, -0.60)
O (5.87, 0.80, -1.18)
N (4.19, 0.96, 0.28)
H (-1.71, 0.73, 0.21)